# 1
The following is a quantum chemistry calculation of a 3-piece molecular cluster, C3H8N2O2 overall, from the Open Molecules 2025 dataset.

Each line ends with the Mulliken charge.
CARTESIAN COORDINATES (ANGSTROEM)
H: -1.173 0.761 -0.563  0.619
O: -2.013 0.961 -1.081  -0.736
N: 0.098 0.551 0.188  -0.175
H: -2.624 1.195 -0.368  0.263
C: 0.169 -0.332 1.218  -0.191
C: 1.324 0.974 0.050  -0.248
C: 1.538 -0.526 1.573  -0.045
N: 2.243 0.391 0.918  -0.046
H: 3.248 0.330 0.762  0.329
H: 1.595 1.805 -0.588  0.420
H: 2.061 -1.268 2.159  0.416
H: -0.685 -0.749 1.733  0.395
O: -1.627 -1.595 -2.050  -0.663
H: -2.530 -1.869 -1.872  0.310
H: -1.624 -0.629 -2.076  0.350

Calculated values
Max |F| (eV/A): 3.20
Multiplicity: 2
Charge: +1
Highest occupied orbital energy (alpha / beta) (eV): -13.47 / -13.46

# 2
The following is a quantum chemistry calculation of C24H69CoN11O14 as an isolated structure, from the Open Molecules 2025 dataset.

Each line ends with the Mulliken charge.
CARTESIAN COORDINATES (ANGSTROEM)
Co: -17.557 -4.419 -7.614  0.960
O: -15.633 -3.643 -7.518  0.349
C: -14.829 -4.561 -8.235  -1.077
C: -15.532 -5.569 -9.259  -0.838
O: -16.858 -6.001 -8.957  -0.387
H: -14.144 -5.087 -7.570  0.203
H: -14.186 -3.959 -8.877  0.535
H: -14.869 -6.375 -9.572  0.590
H: -15.594 -5.021 -10.200  0.349
C: -16.602 -6.306 -5.280  -1.243
O: -17.642 -5.820 -6.027  0.447
C: -18.711 -6.641 -6.073  -0.378
C: -19.873 -5.927 -6.657  -0.844
N: -19.473 -5.211 -7.839  1.868
C: -20.350 -4.108 -8.135  -0.378
C: -19.797 -3.226 -9.290  -1.547
O: -18.419 -3.037 -8.918  0.611
C: -17.705 -2.113 -9.736  -1.214
H: -16.291 -7.348 -5.355  0.341
H: -16.863 -6.162 -4.232  0.238
H: -15.702 -5.697 -5.372  0.172
H: -18.925 -7.256 -5.199  0.492
H: -18.398 -7.469 -6.709  0.157
H: -20.195 -5.143 -5.972  0.361
H: -20.749 -6.554 -6.827  0.168
H: -19.763 -5.917 -8.499  -1.031
H: -20.413 -3.475 -7.250  -0.448
H: -21.373 -4.421 -8.342  0.826
H: -20.345 -2.286 -9.354  0.620
H: -19.810 -3.799 -10.217  0.610
H: -17.733 -2.415 -10.783  0.240
H: -16.666 -1.920 -9.471  0.339
H: -18.265 -1.185 -9.845  0.331
C: -20.410 -9.217 -2.989  -0.786
O: -19.818 -7.965 -2.729  -0.335
C: -20.764 -6.903 -2.854  -0.748
C: -19.898 -5.588 -2.638  -0.036
N: -19.438 -5.249 -1.295  -0.333
C: -18.812 -3.925 -1.147  0.023
C: -18.414 -3.624 0.305  -0.870
O: -17.337 -4.486 0.843  -0.339
C: -16.369 -3.737 1.591  -0.774
H: -20.799 -9.244 -4.007  0.294
H: -21.218 -9.403 -2.282  0.315
H: -19.546 -9.876 -2.899  0.258
H: -21.563 -6.835 -2.115  0.514
H: -21.169 -6.905 -3.866  0.280
H: -20.429 -4.693 -2.965  0.290
H: -19.039 -5.705 -3.299  -0.120
H: -18.907 -5.990 -0.861  0.301
H: -19.549 -3.171 -1.421  0.195
H: -17.889 -3.836 -1.718  0.140
H: -19.175 -3.880 1.042  0.356
H: -18.160 -2.576 0.461  0.487
H: -16.842 -3.062 2.305  0.332
H: -15.610 -3.309 0.936  0.284
H: -15.706 -4.330 2.220  0.257
C: -20.099 -7.779 -9.917  -0.870
O: -20.980 -6.721 -9.654  -0.267
C: -21.626 -6.304 -10.872  -0.714
C: -22.494 -5.044 -10.725  -0.689
N: -23.555 -5.159 -9.682  -0.233
C: -24.250 -3.866 -9.711  -0.410
C: -25.448 -3.979 -8.774  -0.938
O: -26.067 -2.779 -8.382  -0.382
C: -26.724 -2.029 -9.309  -0.698
H: -19.567 -8.100 -9.022  0.024
H: -19.410 -7.551 -10.731  0.413
H: -20.638 -8.668 -10.245  0.419
H: -22.324 -7.122 -11.049  0.322
H: -20.859 -6.202 -11.640  0.447
H: -22.969 -4.692 -11.641  0.714
H: -21.813 -4.258 -10.400  -0.021
H: -24.150 -5.919 -9.981  0.314
H: -24.685 -3.764 -10.705  0.441
H: -23.708 -2.962 -9.432  0.258
H: -25.174 -4.554 -7.889  0.434
H: -26.242 -4.666 -9.068  0.424
H: -27.249 -1.203 -8.830  0.243
H: -27.384 -2.664 -9.900  0.333
H: -26.096 -1.612 -10.097  0.264
C: -18.724 -2.473 -5.124  -0.410
O: -18.240 -3.099 -6.081  0.506
N: -18.108 -2.137 -4.037  -0.348
N: -19.901 -1.987 -5.127  -0.289
H: -18.472 -1.426 -3.419  0.180
H: -17.141 -2.427 -4.013  0.242
H: -20.154 -1.468 -4.298  0.152
H: -20.394 -1.864 -6.000  0.174
C: -16.131 -9.623 -7.983  0.481
O: -16.060 -10.794 -7.730  -0.738
N: -17.034 -9.067 -8.662  -0.053
N: -15.242 -8.721 -7.657  -0.242
H: -17.781 -9.571 -9.119  0.148
H: -16.992 -8.075 -8.847  -0.067
H: -15.503 -7.923 -8.218  -0.042
H: -14.302 -9.037 -7.468  0.215
C: -18.269 1.626 -7.847  0.591
O: -17.246 1.910 -7.288  -0.663
N: -18.530 2.041 -9.036  -0.427
N: -18.880 0.606 -7.410  -0.215
H: -19.501 2.168 -9.284  0.195
H: -17.862 2.686 -9.434  0.235
H: -19.787 0.332 -7.760  0.153
H: -18.531 0.209 -6.549  0.177
C: -14.509 -0.276 -7.550  0.432
O: -14.084 0.826 -7.644  -0.716
N: -13.781 -1.386 -7.537  -0.281
N: -15.759 -0.622 -7.500  0.235
H: -12.800 -1.345 -7.774  0.231
H: -14.311 -2.241 -7.621  -0.008
H: -15.957 -1.613 -7.501  -0.450
H: -16.447 0.109 -7.612  0.066
O: -15.394 -2.697 -4.819  -0.807
H: -15.118 -1.807 -5.038  0.308
H: -15.149 -3.219 -5.583  0.127
O: -18.065 -5.389 -11.768  -0.708
H: -17.696 -5.564 -10.902  0.086
H: -17.513 -4.696 -12.129  0.290

Calculated values
Max |F| (eV/A): 7.91
Multiplicity: 4
Highest occupied orbital energy (alpha / beta) (eV): -8.07 / -7.95

# 3
The following is a quantum chemistry calculation of one molecule with the formula C2H2N2O, from the Open Molecules 2025 dataset.

Each line ends with the Mulliken charge.
CARTESIAN COORDINATES (ANGSTROEM)
H: -1.238 -1.639 -0.141  0.247
N: -0.275 -1.513 0.031  -0.370
N: -0.527 0.141 -0.038  -0.298
C: 0.710 0.675 -0.087  -0.306
C: 1.994 0.254 0.058  0.705
O: 3.039 -0.205 -0.030  -0.259
H: 0.698 1.721 0.072  0.281

Calculated values
Max |F| (eV/A): 6.72
Highest occupied orbital energy (alpha / beta) (eV): -8.63 / -10.24

# 4
The following is a quantum chemistry calculation of C24H25N13O3S2Ti as an isolated structure, from the Open Molecules 2025 dataset.

Each line ends with the Mulliken charge.
CARTESIAN COORDINATES (ANGSTROEM)
Ti: 0.321 0.117 -0.239  -1.023
N: -0.889 -0.860 1.278  -0.186
C: -1.855 0.140 1.775  -0.402
C: -1.135 1.476 1.886  0.500
O: -1.263 2.188 2.879  -0.769
N: -0.323 1.706 0.825  0.131
C: 0.735 2.680 1.017  -0.671
C: 2.069 1.928 1.083  0.696
O: 3.106 2.494 1.363  -0.734
O: 1.941 0.659 0.786  -0.514
H: -0.287 -1.199 2.024  0.322
H: -1.412 -1.660 0.876  0.034
H: -2.652 0.199 1.034  0.234
H: -2.281 -0.135 2.739  0.477
H: 0.794 3.378 0.178  0.237
H: 0.597 3.248 1.936  0.400
S: -3.439 -2.296 -0.528  -0.577
C: -2.349 -2.323 -1.885  -0.643
N: -2.405 -3.437 -2.738  0.219
C: -1.625 -3.404 -3.953  -0.763
C: -0.274 -2.749 -3.676  -0.771
N: -0.461 -1.400 -3.186  1.338
C: -0.392 -0.354 -4.207  -1.977
C: -1.483 -0.409 -5.250  -0.247
C: -1.207 -0.789 -6.560  -0.113
C: -2.223 -0.917 -7.499  -0.689
C: -3.538 -0.665 -7.138  -0.354
C: -3.825 -0.274 -5.834  -0.891
C: -2.809 -0.143 -4.901  0.171
C: -1.488 -1.284 -2.202  0.661
S: -1.625 0.300 -1.428  -0.304
C: -2.871 -4.736 -2.295  -1.377
C: -1.768 -5.754 -2.120  0.463
C: -1.750 -6.922 -2.876  -0.373
C: -0.732 -7.856 -2.720  -0.546
C: 0.283 -7.624 -1.804  -0.360
C: 0.279 -6.456 -1.050  -0.708
C: -0.741 -5.529 -1.208  -0.055
H: -2.144 -2.831 -4.727  0.143
H: -1.497 -4.424 -4.322  0.436
H: 0.327 -2.707 -4.587  0.456
H: 0.267 -3.344 -2.934  0.160
H: 0.586 -0.437 -4.691  0.626
H: -0.415 0.610 -3.698  0.795
H: -0.180 -0.997 -6.841  0.381
H: -1.987 -1.222 -8.513  0.367
H: -4.335 -0.770 -7.864  0.367
H: -4.849 -0.078 -5.541  0.401
H: -3.039 0.150 -3.883  0.442
H: -3.599 -5.133 -3.015  0.310
H: -3.399 -4.568 -1.357  0.434
H: -2.540 -7.095 -3.600  0.313
H: -0.728 -8.758 -3.323  0.346
H: 1.084 -8.344 -1.686  0.355
H: 1.072 -6.245 -0.344  0.451
H: -0.738 -4.616 -0.622  0.473
N: 2.747 -1.277 -2.412  0.031
C: 2.349 0.022 -2.655  0.271
N: 2.894 0.779 -3.588  -0.574
N: 2.212 1.942 -3.510  -0.667
N: 1.306 1.879 -2.599  -0.723
N: 1.352 0.650 -2.034  1.580
C: 2.355 -2.001 -1.309  0.206
N: 3.020 -3.056 -0.869  -0.696
N: 2.325 -3.462 0.211  -0.790
N: 1.302 -2.709 0.405  -0.626
N: 1.265 -1.769 -0.573  1.603
H: 3.651 -1.523 -2.777  0.297

Calculated values
Max |F| (eV/A): 1.01
Charge: -2
Highest occupied orbital energy (alpha / beta) (eV): -1.16 / -1.16